This record from the Open Molecules 2025 dataset describes a structure of composition C67H64AsKN2OP2S2 in a non-equilibrium geometry. The level of theory is ωB97M-V/def2-TZVPD.

```
140
Properties=species:S:1:pos:R:3
K -0.24 1.00 0.22
O 0.67 -1.51 1.35
S 1.87 -0.71 1.66
C 3.17 -1.46 0.66
C 4.49 -1.20 0.99
C 5.50 -1.82 0.29
C 5.18 -2.69 -0.75
C 3.87 -2.88 -1.12
C 2.82 -2.25 -0.44
P 1.07 -2.26 -1.02
C 1.44 -2.61 -2.79
C 0.90 -3.65 -3.53
C 1.12 -3.74 -4.89
C 1.87 -2.77 -5.54
C 2.42 -1.72 -4.81
C 2.20 -1.65 -3.45
C 0.51 -3.94 -0.56
C 1.35 -5.04 -0.47
C 0.81 -6.31 -0.32
C -0.56 -6.49 -0.26
C -1.40 -5.39 -0.31
C -0.87 -4.12 -0.46
C 2.55 -1.26 3.24
C 3.32 -2.38 3.45
C 3.95 -2.55 4.68
C 3.82 -1.57 5.66
C 3.00 -0.48 5.47
C 2.33 -0.32 4.26
P 0.98 0.87 3.89
C 1.48 2.19 5.05
C 0.60 2.82 5.92
C 1.02 3.88 6.69
C 2.32 4.36 6.57
C 3.20 3.75 5.69
C 2.78 2.67 4.93
C -0.30 -0.01 4.86
C -0.17 -0.19 6.24
C -1.17 -0.82 6.95
C -2.30 -1.30 6.30
C -2.40 -1.16 4.93
C -1.41 -0.53 4.21
H 4.71 -0.53 1.81
H 6.53 -1.63 0.55
H 5.97 -3.20 -1.28
H 3.64 -3.52 -1.97
H 0.29 -4.40 -3.04
H 0.70 -4.56 -5.46
H 2.02 -2.83 -6.61
H 3.00 -0.96 -5.31
H 2.64 -0.85 -2.87
H 2.42 -4.92 -0.52
H 1.47 -7.17 -0.26
H -0.97 -7.49 -0.18
H -2.47 -5.53 -0.26
H -1.52 -3.26 -0.50
H 3.44 -3.12 2.67
H 4.57 -3.42 4.85
H 4.37 -1.68 6.59
H 2.91 0.26 6.25
H -0.43 2.48 5.99
H 0.33 4.36 7.38
H 2.64 5.21 7.16
H 4.21 4.11 5.58
H 3.45 2.21 4.22
H 0.70 0.18 6.75
H -1.07 -0.94 8.02
H -3.09 -1.77 6.87
H -3.28 -1.54 4.42
H -1.50 -0.42 3.13
C -0.80 3.38 1.60
C 0.46 3.55 0.99
C 0.25 3.81 -0.37
C -1.15 3.80 -0.60
C -1.79 3.54 0.61
C -3.26 3.57 0.88
C -1.79 4.14 -1.92
C 1.30 4.15 -1.39
C 1.80 3.56 1.67
C -1.06 3.23 3.06
H -3.56 2.79 1.58
H -3.83 3.44 -0.04
H -3.54 4.53 1.32
H -1.20 3.72 -2.74
H -1.83 5.23 -2.07
H -2.80 3.76 -1.98
H 2.10 3.40 -1.42
H 1.75 5.12 -1.17
H 0.86 4.22 -2.38
H 2.25 2.56 1.76
H 1.70 3.97 2.68
H 2.49 4.20 1.12
H -0.97 2.19 3.41
H -2.07 3.56 3.31
H -0.35 3.82 3.64
C -1.52 -2.02 -7.04
C -1.82 -2.38 -5.73
C -1.36 -1.60 -4.69
C -0.60 -0.46 -4.93
C -0.31 -0.11 -6.24
C -0.78 -0.89 -7.29
As -0.24 0.68 -3.37
C -2.12 1.22 -3.36
C -2.83 1.66 -4.48
C -4.17 1.95 -4.38
C -4.85 1.77 -3.19
C -4.16 1.29 -2.08
C -2.81 1.03 -2.18
C 0.73 2.10 -4.32
C 0.22 3.13 -5.09
C 1.06 4.06 -5.69
C 2.43 3.97 -5.53
C 2.96 2.94 -4.77
C 2.12 2.02 -4.17
H -1.88 -2.63 -7.86
H -2.41 -3.26 -5.54
H -1.59 -1.87 -3.66
H 0.29 0.76 -6.45
H -0.56 -0.60 -8.31
H -2.32 1.76 -5.43
H -4.71 2.32 -5.26
H -5.90 2.01 -3.12
H -4.68 1.13 -1.14
H -2.27 0.66 -1.31
H -0.85 3.24 -5.20
H 0.63 4.85 -6.28
H 3.08 4.71 -5.98
H 4.03 2.86 -4.63
H 2.53 1.22 -3.57
S -2.61 -1.00 0.73
C -3.82 -1.86 1.41
N -5.07 -1.40 1.65
C -5.96 -2.46 2.07
C -4.97 -3.55 2.51
N -3.76 -3.15 1.81
H -5.41 -0.57 1.19
H -6.59 -2.81 1.24
H -6.61 -2.13 2.88
H -5.28 -4.55 2.21
H -4.82 -3.54 3.59
H -2.87 -3.59 2.00
```

Results
* frontier orbital gap: 0.206 Eh
* highest occupied orbital energy: -5.36 eV
* total charge: 0
* spin multiplicity: 1

***

This record from the Open Molecules 2025 dataset describes a structure of composition C38H29BN10O4STeZr in a non-equilibrium geometry. The level of theory is ωB97M-V/def2-TZVPD.

```
85
Properties=species:S:1:pos:R:3
Zr -0.03 0.43 -0.30
O -1.65 4.45 1.40
C -1.43 3.30 0.81
O -0.51 3.06 0.05
C -2.48 2.25 1.02
C -3.62 2.40 1.78
C -4.53 1.34 1.78
C -4.28 0.21 1.02
C -3.11 0.17 0.29
N -2.23 1.16 0.30
C -2.70 -0.98 -0.62
O -3.41 -1.93 -0.78
O -1.53 -0.75 -1.18
H -0.91 5.06 1.20
H -3.79 3.30 2.34
H -5.44 1.40 2.37
H -4.96 -0.63 0.98
C 0.62 -1.67 -3.60
C 1.19 -0.63 -2.90
N 1.24 -0.90 -1.58
N 0.73 -2.17 -1.45
C 0.33 -2.63 -2.64
B 0.81 -2.86 -0.04
N 2.06 -2.29 0.66
C 3.24 -2.90 0.92
C 3.94 -2.12 1.81
C 3.10 -1.03 2.03
N 1.98 -1.11 1.33
N -0.42 -2.46 0.88
C -1.17 -3.29 1.61
C -1.90 -2.55 2.53
C -1.52 -1.23 2.27
N -0.64 -1.17 1.28
N 0.87 -4.37 -0.09
C 1.27 -5.20 0.92
C 0.99 -6.48 0.54
C 0.39 -6.35 -0.73
N 0.31 -5.09 -1.10
H 0.45 -1.74 -4.66
H 1.63 0.28 -3.27
H -0.09 -3.62 -2.72
H 3.49 -3.84 0.46
H 4.91 -2.32 2.23
H 3.27 -0.20 2.70
H -1.13 -4.35 1.45
H -2.59 -2.91 3.27
H -1.83 -0.33 2.77
H 1.70 -4.81 1.82
H 1.19 -7.38 1.10
H 0.01 -7.12 -1.38
C 4.38 2.13 -0.37
C 4.34 2.77 -1.60
C 3.12 2.92 -2.23
C 1.96 2.41 -1.65
C 1.97 1.66 -0.46
C 3.22 1.60 0.18
C 0.67 2.72 -2.32
C 0.51 4.01 -2.89
C -0.66 4.34 -3.48
C -1.69 3.37 -3.57
C -2.91 3.65 -4.24
C -3.86 2.68 -4.38
C -3.60 1.38 -3.89
C -2.44 1.09 -3.23
C -1.47 2.10 -3.01
N -0.30 1.81 -2.31
H 5.31 2.05 0.17
H 5.24 3.17 -2.05
H 3.07 3.44 -3.19
H 3.31 1.11 1.13
H 1.32 4.72 -2.81
H -0.82 5.32 -3.89
H -3.06 4.64 -4.65
H -4.79 2.89 -4.90
H -4.33 0.60 -4.06
H -2.23 0.09 -2.91
Te 0.59 1.82 2.41
C 1.18 0.96 4.18
C 0.51 0.07 4.97
C 1.19 -0.18 6.19
C 2.35 0.52 6.29
S 2.63 1.50 4.93
H -0.42 -0.40 4.69
H 0.82 -0.85 6.96
H 3.07 0.50 7.10
```

Results
* frontier orbital gap (spin up / spin down): 0.256 / 0.219 Eh
* expectation value of S²: 0.7582
* highest occupied orbital energy (spin up / spin down): -10.66 / -10.98 eV
* total charge: +1
* spin multiplicity: 2

***

This record from the Open Molecules 2025 dataset describes the molecule C2H8N4S in a non-equilibrium geometry. The level of theory is ωB97M-V/def2-TZVPD.

```
15
Properties=species:S:1:pos:R:3
C -2.24 -0.56 0.38
N -1.01 -1.00 -0.21
C 0.01 -0.10 -0.27
N -0.20 1.15 -0.15
N 1.06 1.88 -0.02
N 1.27 -0.78 -0.42
S 2.83 -0.73 0.29
H -2.84 0.25 -0.33
H -3.12 -1.30 0.49
H -1.79 -0.30 1.50
H -0.88 -2.09 -0.16
H 1.37 1.82 1.06
H 0.59 2.78 -0.21
H 1.51 -1.30 -1.47
H 3.43 0.29 -0.50
```

Results
* SMILES: CN/C(=N/N)NS
* frontier orbital gap: 0.324 Eh
* highest occupied orbital energy: -8.12 eV
* total charge: 0
* spin multiplicity: 1

***

This record from the Open Molecules 2025 dataset describes a cluster of 13 separate species, C2H29O13 in total in a non-equilibrium geometry. The level of theory is ωB97M-V/def2-TZVPD.

```
44
Properties=species:S:1:pos:R:3
C -0.64 1.25 0.08
C -1.44 0.35 -0.87
O -0.87 -0.97 -1.06
H -1.00 2.28 0.10
H 0.40 1.21 -0.33
H -0.56 0.87 1.11
H -1.53 0.79 -1.89
H -2.41 0.13 -0.42
O 0.55 -1.60 1.26
H -0.31 -1.37 0.87
H 0.40 -1.90 2.14
O 0.92 1.87 -3.09
H 0.18 1.66 -3.65
H 1.34 1.11 -2.65
O -0.76 -0.43 4.11
H -1.39 -0.45 3.42
H -0.22 -1.20 3.95
O -2.61 -0.98 2.13
H -2.81 -0.47 1.36
H -2.63 -1.84 1.73
O -1.20 -1.05 -3.82
H -1.15 -0.72 -2.93
H -1.18 -0.26 -4.31
O 2.69 2.80 -0.91
H 1.94 2.46 -1.36
H 3.10 3.45 -1.47
O 1.57 -0.48 -1.76
H 1.98 -0.29 -0.94
H 0.67 -0.69 -1.50
O 3.15 0.40 0.20
H 2.64 0.60 0.95
H 3.06 1.23 -0.30
O 0.66 3.05 3.72
H -0.26 2.89 3.77
H 0.96 2.29 3.10
O -0.03 -3.76 -1.14
H -0.22 -2.82 -1.06
H 0.91 -3.84 -1.33
O 1.53 0.95 2.42
H 2.20 0.46 2.94
H 0.87 0.34 2.14
O -3.00 -2.63 -1.29
H -3.26 -2.62 -2.24
H -2.25 -2.05 -1.16
```

Results
* frontier orbital gap: 0.314 Eh
* highest occupied orbital energy: -5.83 eV
* total charge: -1
* spin multiplicity: 1

***

This record from the Open Molecules 2025 dataset describes the molecule C8H14N2O5 in a non-equilibrium geometry. The level of theory is ωB97M-V/def2-TZVPD.

```
29
Properties=species:S:1:pos:R:3
C -2.58 -0.94 1.45
C -2.55 0.07 0.33
N -3.92 0.37 -0.10
C -1.74 -0.49 -0.90
O -2.34 -1.05 -1.82
N -0.37 -0.40 -0.93
C 0.42 0.24 0.14
C 1.61 -0.55 0.58
C 2.63 -0.89 -0.58
C 4.09 -0.48 -0.28
O 4.94 -1.30 -0.26
O 4.29 0.80 0.04
C 0.67 1.71 -0.22
O 1.74 2.26 -0.07
O -0.42 2.37 -0.61
H -1.59 -1.17 1.81
H -3.15 -0.42 2.22
H -3.01 -1.90 1.14
H -2.04 0.95 0.67
H -4.28 -0.46 -0.56
H -3.97 1.14 -0.72
H 0.05 -0.85 -1.69
H -0.16 0.30 1.02
H 2.10 0.03 1.32
H 1.27 -1.47 1.05
H 2.62 -2.02 -0.76
H 2.36 -0.48 -1.50
H 3.48 1.36 0.02
H -0.14 3.29 -0.79
```

Results
* SMILES: C[C@H](N)C(=O)N[C@@H](CCC(=O)O)C(=O)O
* frontier orbital gap: 0.361 Eh
* highest occupied orbital energy: -9.66 eV
* total charge: 0
* spin multiplicity: 1

***

This record from the Open Molecules 2025 dataset describes a cluster of 2 separate species, C4H6N2O2 in total in a non-equilibrium geometry. The level of theory is ωB97M-V/def2-TZVPD.

```
14
Properties=species:S:1:pos:R:3
C -0.31 0.55 1.16
C -0.63 -2.27 -3.05
C 0.37 0.35 -1.01
C -1.20 0.45 -0.98
N 0.83 0.43 0.38
N -1.38 0.61 0.39
O 0.13 -1.95 -3.85
O -1.30 -2.72 -2.25
H -0.40 0.63 2.21
H 0.66 -0.58 -1.41
H 0.86 1.10 -1.61
H -1.76 1.15 -1.61
H 1.55 1.13 0.37
H -2.36 0.69 0.77
```

Results
* frontier orbital gap (spin up / spin down): 0.253 / 0.253 Eh
* highest occupied orbital energy (spin up / spin down): -6.08 / -6.08 eV
* total charge: 0
* spin multiplicity: 1